# 1
ORCA calculation (the ωB97M-V functional and the def2-TZVPD basis) on a molecular structure, C46H60BaI2N3O4P.

Output
LUMO energy in eV: -1.31

The geometry in ORCA input format:
```
! RIJCOSX wB97M-V def2-TZVPD def2/J DEFGRID3
* xyz 0 1
Ba -0.54 1.28 0.25
O -1.11 -5.85 -1.61
C -0.70 -5.52 -0.49
O -0.56 -6.12 0.58
C -0.45 -3.99 -0.36
C -0.61 -3.17 -1.46
C -0.50 -1.79 -1.30
N -0.11 -1.27 -0.13
C 0.10 -2.06 0.93
C -0.09 -3.43 0.85
C 0.54 -1.44 2.21
C 1.14 -2.22 3.20
C 1.46 -1.63 4.41
C 1.20 -0.29 4.61
C 0.66 0.43 3.56
N 0.32 -0.13 2.41
C -0.74 -0.87 -2.45
C -1.22 -1.37 -3.67
C -1.34 -0.51 -4.74
C -1.02 0.83 -4.59
C -0.61 1.26 -3.34
N -0.47 0.43 -2.31
H -0.87 -3.66 -2.39
H 0.01 -4.11 1.69
H 1.35 -3.26 3.02
H 1.92 -2.23 5.19
H 1.44 0.20 5.54
H 0.48 1.50 3.65
H -1.47 -2.41 -3.77
H -1.69 -0.88 -5.70
H -1.09 1.53 -5.41
H -0.36 2.30 -3.15
I 2.83 -1.06 -1.09
I 5.43 -0.78 -1.49
C 3.12 2.13 1.51
C 3.37 3.34 0.61
C 3.33 2.94 -0.87
C 2.46 4.54 0.87
C 3.05 5.76 1.19
C 2.29 6.91 1.33
C 0.93 6.85 1.12
C 0.29 5.65 0.80
C -1.21 5.67 0.61
C -1.94 4.92 1.73
C -1.66 5.18 -0.77
C 1.06 4.46 0.71
O 0.47 3.29 0.48
H 3.92 1.39 1.37
H 2.19 1.63 1.26
H 3.09 2.41 2.56
H 4.38 3.69 0.83
H 2.35 2.56 -1.14
H 4.07 2.15 -1.07
H 3.56 3.79 -1.51
H 4.12 5.80 1.32
H 2.77 7.85 1.58
H 0.33 7.75 1.20
H -1.51 6.71 0.68
H -1.58 3.89 1.78
H -3.02 4.91 1.57
H -1.73 5.38 2.70
H -1.37 4.15 -0.94
H -1.21 5.79 -1.56
H -2.75 5.26 -0.86
O -2.78 0.26 0.43
P -4.22 0.61 0.63
C -4.48 2.22 -0.23
C -5.79 3.02 -0.10
C -6.90 2.60 -1.06
C -6.41 2.66 -2.50
C -5.18 1.78 -2.69
C -4.05 2.17 -1.72
C -5.25 -0.74 -0.04
C -5.62 -1.79 1.02
C -6.10 -3.11 0.38
C -6.61 -2.88 -1.04
C -5.48 -2.37 -1.94
C -4.50 -1.47 -1.17
C -4.54 0.73 2.42
C -5.95 1.16 2.89
C -5.92 2.52 3.58
C -5.05 2.48 4.84
C -3.77 1.65 4.61
C -3.43 1.53 3.13
H -3.70 2.80 0.28
H -5.54 4.06 -0.32
H -6.14 3.01 0.92
H -7.76 3.25 -0.92
H -7.24 1.59 -0.83
H -6.15 3.69 -2.75
H -7.20 2.36 -3.19
H -4.80 1.85 -3.71
H -5.46 0.74 -2.54
H -3.71 3.17 -1.99
H -3.19 1.51 -1.84
H -6.16 -0.30 -0.44
H -6.39 -1.39 1.68
H -4.74 -2.00 1.64
H -6.86 -3.57 1.00
H -5.27 -3.82 0.34
H -7.43 -2.16 -1.02
H -7.03 -3.81 -1.45
H -5.89 -1.84 -2.80
H -4.92 -3.22 -2.35
H -4.00 -0.78 -1.85
H -3.70 -2.06 -0.71
H -4.39 -0.32 2.73
H -6.32 0.42 3.60
H -6.66 1.15 2.06
H -6.93 2.84 3.83
H -5.52 3.28 2.90
H -5.62 2.05 5.67
H -4.79 3.50 5.13
H -3.89 0.64 5.01
H -2.93 2.09 5.16
H -2.48 1.01 2.99
H -3.33 2.52 2.69
*
```



# 2
ORCA calculation (the ωB97M-V functional and the def2-TZVPD basis) on a molecular structure, C46H61BrN3O2S3Sr.

Output
LUMO energy (spin up / spin down) in eV: -4.04 / -4.04

The geometry in ORCA input format:
```
! RIJCOSX wB97M-V def2-TZVPD def2/J DEFGRID3
* xyz 1 1
Sr -0.80 1.55 0.44
C 2.08 -2.34 -6.22
C 2.66 -1.35 -5.24
C 3.38 -0.22 -6.00
C 3.68 -2.04 -4.32
C 1.58 -0.74 -4.41
C 1.44 -0.95 -3.04
C 0.47 -0.23 -2.27
N 0.35 -0.35 -0.93
C 1.02 -1.26 -0.13
C 1.02 -2.63 -0.42
C 1.53 -3.54 0.51
C 2.22 -3.06 1.62
C 2.36 -1.70 1.94
C 1.61 -0.73 1.10
O 1.44 0.49 1.39
C 3.28 -1.17 3.04
C 4.24 -0.12 2.49
C 2.39 -0.59 4.17
C 4.13 -2.30 3.67
C 1.42 -5.04 0.30
C 0.55 -5.38 -0.88
C 2.83 -5.63 0.09
C 0.89 -5.70 1.58
C -0.44 0.73 -2.92
O -1.12 1.51 -2.18
C -0.41 0.77 -4.39
C 0.60 0.07 -5.05
C -1.41 1.67 -5.13
C -1.12 3.13 -4.83
C -1.23 1.49 -6.65
C -2.87 1.30 -4.82
H 2.86 -2.76 -6.87
H 1.33 -1.86 -6.87
H 1.58 -3.17 -5.72
H 4.28 -0.61 -6.50
H 3.71 0.55 -5.27
H 2.71 0.27 -6.71
H 4.47 -2.49 -4.91
H 3.20 -2.81 -3.72
H 4.09 -1.27 -3.65
H 2.05 -1.65 -2.52
H 0.53 -2.97 -1.34
H 2.70 -3.76 2.27
H 3.70 0.68 1.97
H 4.94 -0.63 1.78
H 4.81 0.30 3.32
H 1.86 0.33 3.91
H 3.02 -0.42 5.05
H 1.61 -1.31 4.45
H 4.82 -2.73 2.93
H 3.48 -3.07 4.10
H 4.75 -1.90 4.48
H 1.05 -5.13 -1.81
H -0.41 -4.86 -0.89
H 0.33 -6.45 -0.90
H 3.31 -5.21 -0.80
H 2.73 -6.71 -0.10
H 3.45 -5.49 0.97
H -0.07 -5.25 1.85
H 1.59 -5.57 2.43
H 0.72 -6.79 1.37
H 0.65 0.11 -6.12
H -0.14 3.42 -5.22
H -1.19 3.28 -3.76
H -1.89 3.74 -5.32
H -0.28 1.88 -7.02
H -1.97 2.11 -7.21
H -1.36 0.45 -6.97
H -3.07 1.40 -3.75
H -3.12 0.26 -5.12
H -3.54 1.98 -5.37
Br 1.85 4.03 7.30
C 1.08 4.05 5.56
C 1.69 3.48 4.46
C 1.09 3.49 3.21
C -0.19 4.05 3.06
C -0.78 4.65 4.18
C -0.17 4.64 5.42
N -0.88 3.90 1.87
C -1.88 4.70 1.54
C -2.73 4.52 0.40
C -3.40 5.64 -0.14
C -4.17 5.48 -1.28
C -4.31 4.21 -1.85
C -3.59 3.17 -1.28
N -2.78 3.32 -0.22
H 2.65 2.99 4.62
H 1.57 3.02 2.36
H -1.78 5.14 4.06
H -0.59 5.08 6.31
H -2.08 5.67 2.02
H -3.28 6.60 0.36
H -4.66 6.34 -1.70
H -5.02 4.01 -2.62
H -3.65 2.19 -1.73
C -4.79 0.45 3.34
C -4.83 -0.59 2.19
S -3.34 -0.68 1.09
C -2.30 -1.92 1.94
C -1.72 -1.39 3.24
S -1.61 0.44 3.27
C -1.76 0.80 5.08
C -3.16 0.99 5.64
S -4.35 -0.25 4.97
H -5.79 0.89 3.47
H -4.10 1.26 3.02
H -5.67 -0.39 1.54
H -4.99 -1.61 2.57
H -1.48 -2.12 1.25
H -2.90 -2.82 2.06
H -0.66 -1.75 3.36
H -2.37 -1.71 4.09
H -1.19 1.73 5.24
H -1.28 -0.03 5.63
H -3.54 2.00 5.47
H -3.19 0.80 6.70
*
```



Listing largest force on an atom for the structures above in their given order: 1.63; 3.60 eV Å⁻¹.
Listing ΔE to the lowest compared entry with this formula, charge and spin for the structures above in their given order: 1.0027; 0.0000 eV.